Record 1
Molecular formula: C43H51N6O3RbSe2Si2
Method: DFT, ωB97M-V/def2-TZVPD

The total charge is -2. Its electronic energy is -207609.2116 eV.

Atoms and positions in Å:
Rb 0.58 0.25 -0.49
O 5.81 -6.07 1.45
C 5.90 -5.46 0.36
O 6.81 -5.48 -0.49
C 4.84 -4.36 0.15
C 4.87 -3.54 -0.98
C 3.89 -2.57 -1.14
N 2.91 -2.38 -0.27
C 2.87 -3.14 0.82
C 3.82 -4.13 1.07
C 1.77 -2.83 1.78
C 1.23 -3.81 2.60
C 0.22 -3.45 3.48
C -0.22 -2.14 3.51
C 0.37 -1.23 2.64
N 1.34 -1.56 1.80
C 3.87 -1.63 -2.29
C 4.51 -1.89 -3.51
C 4.42 -0.95 -4.52
C 3.69 0.21 -4.31
C 3.09 0.37 -3.07
N 3.18 -0.52 -2.09
H 5.69 -3.69 -1.67
H 3.80 -4.73 1.97
H 1.57 -4.83 2.53
H -0.23 -4.20 4.13
H -1.02 -1.81 4.16
H 0.01 -0.21 2.60
H 5.05 -2.82 -3.66
H 4.90 -1.14 -5.48
H 3.57 0.96 -5.08
H 2.50 1.25 -2.86
C 5.30 3.04 -0.67
Se 3.35 2.93 -0.75
C 2.99 3.73 0.98
C 3.54 2.96 2.17
Se 2.89 1.12 2.33
C 4.43 0.19 1.58
H 5.63 4.07 -0.60
H 5.67 2.61 -1.60
H 5.71 2.46 0.16
H 1.90 3.77 1.01
H 3.37 4.76 0.97
H 3.26 3.46 3.09
H 4.63 2.91 2.14
H 5.33 0.46 2.12
H 4.52 0.41 0.52
H 4.23 -0.87 1.70
O 0.53 2.76 -1.04
C -0.28 3.55 -1.61
C -0.72 4.76 -0.98
C -1.59 5.63 -1.57
C -2.11 5.38 -2.85
C -1.71 4.22 -3.49
C -0.82 3.31 -2.92
C -0.44 2.13 -3.70
N -0.14 0.91 -3.29
C 0.07 0.17 -4.42
C -0.09 0.93 -5.54
N -0.41 2.18 -5.06
H -0.34 4.95 0.02
H -1.90 6.52 -1.03
H -2.82 6.05 -3.31
H -2.15 4.00 -4.46
H 0.34 -0.88 -4.36
H 0.00 0.71 -6.58
H -0.55 3.01 -5.61
C -4.07 -1.56 4.06
Si -3.26 -0.95 2.45
C -4.78 -0.44 1.40
C -2.59 -2.48 1.55
C -2.00 0.29 2.72
Si -2.08 1.81 3.66
C -2.31 1.55 5.53
C -3.48 3.03 3.23
C -0.49 2.82 3.45
H -4.90 -2.24 3.87
H -4.45 -0.72 4.63
H -3.34 -2.08 4.69
H -5.42 -1.29 1.16
H -4.43 0.03 0.47
H -5.38 0.31 1.92
H -3.39 -3.10 1.13
H -2.00 -3.11 2.22
H -1.94 -2.18 0.73
H -1.27 0.35 1.91
H -3.21 0.95 5.73
H -2.42 2.50 6.07
H -1.46 1.01 5.95
H -4.46 2.55 3.32
H -3.38 3.38 2.20
H -3.48 3.91 3.89
H 0.34 2.36 3.99
H -0.60 3.85 3.81
H -0.23 2.86 2.39
N -2.31 -0.73 -1.41
C -3.19 -1.34 -1.81
C -4.31 -2.09 -2.31
C -5.54 -1.99 -1.66
C -6.62 -2.71 -2.14
C -6.48 -3.52 -3.26
C -5.25 -3.61 -3.90
C -4.17 -2.90 -3.43
H -5.63 -1.37 -0.77
H -7.58 -2.64 -1.63
H -7.33 -4.08 -3.63
H -5.14 -4.24 -4.77
H -3.20 -2.96 -3.92

Mulliken population analysis, charges in e, atoms 1 to 99: Rb 0.62; O -0.74; C 0.53; O -0.75; C -0.54; C -1.05; C 1.10; N 0.27; C 0.65; C -1.13; C 0.09; C -0.65; C -0.63; C -1.14; C -0.45; N 0.58; C 0.15; C -0.90; C -0.46; C -1.17; C -0.40; N 0.56; H 0.48; H 0.61; H 0.52; H 0.35; H 0.67; H 0.50; H 0.41; H 0.39; H 0.49; H 0.49; C -1.25; Se 0.38; C -0.13; C -0.96; Se 0.04; C -0.43; H 0.34; H 0.34; H 0.32; H -0.32; H 0.54; H 0.49; H 0.42; H 0.47; H -0.12; H 0.10; O 0.31; C -0.13; C -0.94; C -0.57; C -0.92; C -0.65; C 0.54; C -0.09; N 0.50; C -0.58; C -0.83; N -0.01; H 0.23; H 0.39; H 0.33; H 0.39; H 0.46; H 0.45; H 0.24; C -1.24; Si -0.54; C -0.99; C -0.66; C 1.12; Si -0.23; C -1.17; C -1.13; C -0.56; H 0.34; H 0.32; H 0.31; H 0.24; H 0.37; H 0.29; H 0.46; H 0.29; H -0.04; H -0.10; H 0.29; H 0.31; H 0.26; H 0.27; H 0.26; H 0.34; H 0.20; H 0.41; H -0.15; N -0.28; C -0.28; C 0.63; C -0.12

---

Record 2
Molecular formula: C3H12O3S2
Method: DFT, ωB97M-V/def2-TZVPD

The SMILES is OCCCSS.O.O. As for the energy above the lowest of the compared OMol25 structures with the same formula, charge and spin: 0.0 kJ/mol. Its electronic energy is -31118.6440 eV.

Atoms and positions in Å:
O -1.96 0.44 -0.11
C -1.09 1.15 -0.99
C 0.30 0.56 -0.85
C 1.39 1.46 -1.43
S 2.95 0.57 -1.53
S 3.28 -0.20 0.35
H -2.58 -0.10 -0.61
H -1.09 2.17 -0.59
H -1.43 1.14 -2.01
H 0.31 -0.42 -1.32
H 0.50 0.45 0.22
H 1.39 2.38 -0.84
H 1.18 1.77 -2.45
H 2.29 -1.12 0.42
O -1.89 -1.43 2.39
H -2.50 -1.47 3.13
H -2.13 -0.65 1.88
O 0.56 -2.16 1.13
H 0.69 -2.91 1.72
H -0.17 -1.63 1.48

Computed Mulliken charges, given in elementary charges: O -0.48; C -0.76; C -0.24; C -0.65; S -0.10; S -0.22; H 0.29; H 0.27; H 0.39; H 0.29; H 0.27; H 0.36; H 0.35; H 0.20; O -0.67; H 0.31; H 0.32; O -0.59; H 0.28; H 0.37

---

Record 3
Molecular formula: C2H8N3O
Method: DFT, ωB97M-V/def2-TZVPD

The total charge is +1. As for the energy above the lowest of the compared OMol25 structures with the same formula, charge and spin: 0.0 kJ/mol. Its electronic energy is -8716.4757 eV.

Atoms and positions in Å:
C 0.52 2.00 0.40
N 0.85 2.62 1.53
O 0.17 0.82 0.37
H 0.61 2.62 -0.49
H 1.10 3.60 1.55
H 0.71 2.14 2.40
N -1.20 -0.91 -1.20
C -0.65 -2.08 -0.99
N 0.25 -2.26 -0.04
H -0.87 -0.16 -0.57
H -2.01 -0.88 -1.80
H -0.82 -2.94 -1.62
H 0.78 -3.11 -0.04
H 0.56 -1.46 0.50

Computed Mulliken charges, given in elementary charges: C 0.12; N -0.30; O -0.71; H 0.33; H 0.25; H 0.24; N -0.22; C 0.15; N -0.27; H 0.35; H 0.23; H 0.34; H 0.25; H 0.24

---

| no. | LUMO energy (Ha) | HOMO level (hartree) | orbital gap (eV) |
| --- | --- | --- | --- |
| 1 | 0.121 | -0.05625 | 4.828 |
| 2 | 0.017 | -0.31173 | 8.939 |
| 3 | -0.109 | -0.53430 | 11.561 |